287
Properties=species:S:1:pos:R:3:lowdin_charge:R:1 method="wB97M-V/def2-TZVPD" e_lumo_ha=-0.040 fmax_ev_per_a=5.2 orbital_gap_ev=7.0 e_tot_ev=-227560.1576
C 14.98 12.42 20.27 -0.0569
C 15.41 11.49 21.24 -0.0248
C 15.07 11.74 22.59 -0.0014
C 14.45 12.97 22.90 -0.1110
C 13.96 13.79 21.86 -0.0259
C 14.13 13.49 20.54 -0.0526
N 14.35 13.21 24.38 -0.2940
O 14.82 12.42 25.15 0.0481
O 13.78 14.27 24.81 0.0237
H 15.24 12.22 19.24 0.0972
H 15.90 10.57 20.97 0.0898
H 15.43 11.08 23.37 0.1047
H 13.50 14.71 22.18 0.0978
H 13.67 14.19 19.85 0.1026
C 8.17 14.13 21.87 -0.0737
C 9.51 13.84 21.85 -0.0821
C 10.41 14.87 21.72 -0.0076
C 10.02 16.22 21.44 -0.1047
C 8.65 16.42 21.36 -0.0185
C 7.73 15.41 21.58 -0.0564
N 11.03 17.31 21.26 -0.3193
O 12.20 17.00 21.56 0.0471
O 10.68 18.38 20.85 0.0919
H 7.50 13.30 22.08 0.1121
H 9.78 12.81 22.01 0.1107
H 11.44 14.54 21.80 0.0832
H 8.24 17.40 21.18 0.1183
H 6.66 15.58 21.50 0.1109
C 21.82 11.39 20.73 -0.0836
C 21.04 11.80 21.86 -0.0443
C 20.11 10.93 22.48 -0.0003
C 19.99 9.64 21.96 -0.1281
C 20.74 9.28 20.82 -0.0043
C 21.73 10.11 20.28 -0.0736
N 19.02 8.62 22.52 -0.3446
O 18.19 8.99 23.34 0.0657
O 19.17 7.44 22.19 0.0582
H 22.49 12.09 20.25 0.1064
H 21.28 12.73 22.34 0.0981
H 19.61 11.16 23.41 0.0929
H 20.48 8.29 20.47 0.1041
H 22.40 9.78 19.50 0.1089
C 17.76 7.61 18.73 -0.0843
C 17.19 6.62 17.90 -0.0667
C 16.03 6.10 18.35 -0.0157
C 15.34 6.58 19.48 -0.1156
C 15.98 7.52 20.25 0.0016
C 17.20 8.07 19.88 -0.0833
N 14.01 6.02 19.85 -0.2505
O 13.58 5.28 18.92 0.0469
O 13.34 6.46 20.86 0.0349
H 18.68 7.95 18.27 0.1085
H 17.70 6.33 16.99 0.1117
H 15.66 5.27 17.78 0.1131
H 15.51 7.95 21.12 0.1047
H 17.81 8.81 20.37 0.0858
C 13.95 14.70 13.48 -0.0680
C 12.91 15.40 12.89 -0.0476
C 11.60 14.85 12.83 -0.0022
C 11.34 13.70 13.53 -0.1233
C 12.35 13.08 14.31 0.0052
C 13.64 13.57 14.19 -0.0914
N 9.94 13.18 13.58 -0.3180
O 9.72 12.26 14.38 0.0544
O 9.07 13.62 12.81 0.0676
H 14.95 15.11 13.54 0.0967
H 13.11 16.35 12.41 0.1037
H 10.93 15.35 12.15 0.1190
H 12.10 12.29 14.99 0.1040
H 14.48 13.01 14.58 0.0949
C 12.02 16.16 17.46 -0.0840
C 13.23 15.53 17.24 -0.0519
C 13.29 14.12 17.39 -0.0167
C 12.10 13.32 17.64 -0.1403
C 10.96 14.05 17.97 -0.0022
C 10.93 15.45 17.89 -0.0721
N 12.16 11.86 17.78 -0.3479
O 11.19 11.26 18.16 0.1216
O 13.26 11.38 17.53 0.0311
H 11.87 17.22 17.33 0.1108
H 14.12 16.11 17.05 0.0903
H 14.28 13.70 17.30 0.0924
H 10.03 13.55 18.18 0.1180
H 10.00 15.94 18.15 0.1080
O 16.43 15.38 17.19 -0.2856
P 17.81 14.87 17.32 0.5916
N 18.97 16.13 17.19 -0.2773
C 18.49 17.53 16.86 -0.0973
C 20.37 15.88 16.74 -0.1064
N 18.22 13.87 15.98 -0.2753
C 17.65 12.49 15.97 -0.1293
C 18.18 14.50 14.65 -0.1052
N 18.15 13.95 18.74 -0.2807
C 17.68 14.47 20.07 -0.0839
C 19.31 13.09 18.97 -0.1204
H 19.00 18.25 17.49 0.0760
H 17.48 17.65 17.25 0.0379
H 18.61 17.83 15.82 0.0779
H 20.76 15.09 17.39 0.0573
H 20.92 16.82 16.85 0.0836
H 20.52 15.46 15.75 0.0618
H 17.42 12.10 16.96 0.0655
H 16.71 12.45 15.41 0.0518
H 18.19 11.70 15.46 0.0773
H 18.73 13.90 13.93 0.0914
H 17.17 14.76 14.33 0.0654
H 18.72 15.44 14.68 0.0576
H 16.70 14.92 19.87 0.0654
H 17.52 13.59 20.69 0.0646
H 18.47 15.11 20.46 0.0846
H 19.24 12.48 19.87 0.0677
H 20.28 13.59 18.99 0.0673
H 19.43 12.48 18.08 0.0694
O 14.04 10.67 31.86 -0.2797
P 13.14 10.45 30.71 0.5832
N 12.62 8.79 30.48 -0.2834
C 11.73 8.37 29.37 -0.1488
C 12.33 7.99 31.68 -0.1161
N 13.69 10.87 29.19 -0.2926
C 14.79 10.07 28.57 -0.0843
C 13.90 12.28 28.91 -0.1064
N 11.63 11.21 30.86 -0.3107
C 11.47 12.23 31.82 -0.1164
C 10.58 11.05 29.89 -0.1325
H 11.90 7.32 29.14 0.0848
H 11.97 8.85 28.42 0.0576
H 10.67 8.53 29.59 0.0635
H 11.49 8.46 32.18 0.0709
H 13.10 8.14 32.43 0.0711
H 12.12 6.93 31.49 0.0821
H 15.04 10.51 27.60 0.0539
H 15.71 10.09 29.15 0.0870
H 14.41 9.06 28.41 0.0641
H 14.70 12.62 29.57 0.0892
H 14.14 12.47 27.86 0.0683
H 12.99 12.81 29.18 0.0536
H 10.40 12.36 31.97 0.0785
H 12.00 12.01 32.75 0.0846
H 11.87 13.13 31.35 0.0607
H 9.73 10.49 30.28 0.0935
H 11.03 10.72 28.95 0.0629
H 10.14 12.00 29.60 0.0492
O 16.92 20.50 21.19 -0.2738
P 15.59 20.83 20.73 0.5975
N 14.96 19.33 20.09 -0.3150
C 13.65 19.21 19.63 -0.1614
C 15.92 18.44 19.54 -0.1339
N 15.43 21.86 19.37 -0.3007
C 16.56 22.54 18.80 -0.1326
C 14.14 22.31 18.85 -0.1235
N 14.51 21.34 21.97 -0.2921
C 14.12 22.69 22.22 -0.1399
C 13.95 20.29 22.93 -0.0573
H 13.08 19.82 20.33 0.0608
H 13.28 18.19 19.47 0.0620
H 13.65 19.63 18.63 0.0741
H 16.76 18.33 20.22 0.0761
H 16.32 18.85 18.62 0.0695
H 15.52 17.43 19.41 0.0777
H 16.44 22.89 17.77 0.0787
H 16.80 23.48 19.30 0.0776
H 17.42 21.87 18.80 0.0787
H 13.30 21.77 19.29 0.0660
H 13.93 23.33 19.16 0.0743
H 14.21 22.29 17.76 0.0869
H 13.08 22.89 21.96 0.0793
H 14.24 23.00 23.26 0.0798
H 14.77 23.32 21.62 0.0735
H 14.67 19.47 22.94 0.0703
H 13.09 19.80 22.49 0.0535
H 13.80 20.72 23.92 0.0815
O 8.05 16.30 27.53 -0.2646
P 9.10 15.49 28.08 0.5864
N 10.37 16.26 29.03 -0.2931
C 11.55 15.52 29.60 -0.1083
C 10.65 17.64 28.71 -0.1398
N 9.98 14.70 26.83 -0.2645
C 10.82 13.54 27.03 -0.1265
C 9.93 15.24 25.43 -0.0825
N 8.50 14.22 29.10 -0.2800
C 8.35 14.43 30.57 -0.1084
C 7.57 13.24 28.45 -0.1000
H 12.06 15.96 30.46 0.0863
H 12.33 15.31 28.88 0.0648
H 11.21 14.52 29.86 0.0321
H 9.75 18.09 28.28 0.0711
H 11.44 17.76 27.96 0.0771
H 10.94 18.09 29.66 0.0807
H 11.80 13.72 27.48 0.0451
H 10.36 12.76 27.64 0.0470
H 11.18 13.11 26.09 0.0558
H 10.66 14.78 24.76 0.0627
H 8.91 15.09 25.06 0.0714
H 10.15 16.31 25.43 0.0733
H 9.26 14.82 31.01 0.0559
H 7.52 15.11 30.80 0.0789
H 8.23 13.51 31.15 0.0693
H 7.99 12.29 28.10 0.0553
H 7.07 13.75 27.63 0.0709
H 6.76 12.94 29.12 0.0786
O 16.91 6.59 14.25 -0.3017
P 15.55 7.14 14.06 0.6050
N 14.18 6.05 14.13 -0.3163
C 14.31 4.68 14.66 -0.0899
C 12.88 6.45 13.65 -0.1512
N 15.38 7.87 12.51 -0.3225
C 15.99 9.18 12.28 -0.0975
C 15.43 6.91 11.36 -0.1037
N 15.17 8.40 15.18 -0.2545
C 16.32 9.11 15.87 -0.0989
C 14.00 9.36 15.07 -0.0843
H 13.81 3.98 13.99 0.0788
H 13.92 4.72 15.68 0.0755
H 15.36 4.41 14.57 0.0705
H 12.17 6.38 14.48 0.0840
H 12.46 5.71 12.96 0.0721
H 12.91 7.37 13.06 0.0706
H 17.05 8.94 12.38 0.0846
H 15.66 9.64 11.34 0.0860
H 15.64 9.84 13.08 0.0443
H 15.02 7.32 10.44 0.0760
H 16.46 6.60 11.19 0.0776
H 14.79 6.05 11.57 0.0657
H 16.34 10.17 15.64 0.0417
H 16.20 9.05 16.95 0.0680
H 17.29 8.71 15.56 0.0728
H 13.68 9.76 16.03 0.0538
H 13.12 8.84 14.69 0.0623
H 14.26 10.19 14.43 0.0543
O 10.48 6.53 25.36 -0.2863
P 10.84 7.75 24.64 0.6300
N 10.27 9.19 25.49 -0.2888
C 10.63 10.55 25.01 -0.1211
C 9.25 8.98 26.51 -0.1169
N 10.05 7.88 23.08 -0.3097
C 10.23 6.78 22.09 -0.1044
C 8.76 8.55 22.94 -0.1163
N 12.52 8.07 24.39 -0.2851
C 13.60 7.80 25.37 -0.0658
C 12.87 8.86 23.27 -0.1597
H 9.80 11.17 25.35 0.0749
H 10.65 10.64 23.93 0.0547
H 11.59 10.92 25.36 0.0641
H 9.67 8.27 27.22 0.0618
H 8.27 8.69 26.13 0.0735
H 9.21 9.91 27.08 0.0632
H 10.22 7.35 21.16 0.0805
H 11.20 6.32 22.27 0.0586
H 9.47 6.00 22.12 0.0824
H 8.94 9.61 23.10 0.0492
H 8.27 8.44 21.97 0.0871
H 8.06 8.35 23.75 0.0686
H 14.59 7.83 24.92 0.0806
H 13.65 8.60 26.10 0.0539
H 13.38 6.85 25.87 0.0831
H 12.28 8.61 22.39 0.0736
H 13.90 8.72 22.94 0.0624
H 12.93 9.91 23.57 0.0581
O 19.97 13.49 24.72 -0.3038
P 19.04 14.17 25.67 0.6226
N 17.94 15.26 24.92 -0.3058
C 17.64 15.12 23.44 -0.0625
C 17.00 16.09 25.65 -0.1323
N 19.76 15.14 26.93 -0.2965
C 20.31 16.44 26.55 -0.1310
C 20.53 14.47 28.02 -0.1095
N 17.92 13.15 26.45 -0.2824
C 17.67 11.79 25.99 -0.1118
C 16.91 13.65 27.40 -0.1215
H 17.25 16.10 23.17 0.0809
H 16.94 14.29 23.37 0.0658
H 18.56 14.94 22.88 0.0631
H 17.37 16.35 26.65 0.0764
H 16.03 15.61 25.61 0.0602
H 16.86 16.97 25.04 0.0766
H 19.58 17.24 26.41 0.0716
H 20.90 16.91 27.34 0.0753
H 21.05 16.29 25.77 0.0820
H 19.90 13.66 28.37 0.0671
H 21.53 14.14 27.76 0.0783
H 20.66 15.06 28.92 0.0753
H 17.42 11.66 24.94 0.0597
H 18.58 11.23 26.21 0.0830
H 16.89 11.31 26.58 0.0591
H 17.20 14.42 28.12 0.0852
H 16.72 12.83 28.09 0.0626
H 15.96 13.83 26.90 0.0526